# 1
This record from OMol25 describes a 2-piece molecular cluster, C2H3O2S overall in a non-equilibrium geometry. The level of theory is the ωB97M-V functional and the def2-TZVPD basis.

- Net charge: -1
- Multiplicity: 3
- Lowest unoccupied orbital energy (alpha / beta): 3.877 / 3.591 eV
- Orbital gap (alpha / beta): 0.1705 / 0.2730 hartree

Last column: Löwdin charge in e.
Element x y z (Å)
S1 -0.321 1.294 -0.122  0.728
O1 -2.688 0.128 0.053  -0.078
O2 -0.672 -1.809 -0.087  -0.384
C1 -1.505 0.050 0.012  -0.759
C2 1.130 0.240 0.021  -0.483
H1 1.763 0.361 -0.855  0.004
H2 1.672 0.523 0.920  0.001
H3 0.621 -0.788 0.059  -0.029

=====

# 2
This record from OMol25 describes one molecule with the formula C5H10N2S in a non-equilibrium geometry. The level of theory is the ωB97M-V functional and the def2-TZVPD basis.

- Net charge: 0
- Multiplicity: 1
- Lowest unoccupied orbital energy (alpha / beta): -0.630 / -1.089 eV
- Orbital gap (alpha / beta): 0.2583 / 0.2298 hartree

Last column: Löwdin charge in e.
Element x y z (Å)
S1 3.887 -0.679 -0.137  0.519
N1 2.258 1.197 0.171  -0.014
N2 3.516 0.860 0.352  -0.530
C1 -0.868 1.161 -0.560  -0.027
C2 1.488 0.382 -0.236  -0.086
C3 -0.376 -1.277 -0.911  -0.019
C4 0.098 0.033 -0.133  -0.534
C5 -0.241 -0.322 1.316  -0.047
H1 -0.559 -1.212 -1.968  0.083
H2 -1.270 -1.633 -0.441  0.070
H3 0.405 -0.928 1.771  0.041
H4 4.193 1.555 0.273  0.046
H5 0.240 -2.064 -0.667  0.052
H6 -1.822 0.858 -0.313  0.059
H7 -0.701 2.184 -0.059  0.127
H8 -0.240 0.698 1.803  0.110
H9 -0.823 1.248 -1.584  0.055
H10 -1.287 -0.634 1.441  0.096

=====

# 3
This record from OMol25 describes C10H15BrKN3O2 as an isolated structure in a non-equilibrium geometry. The level of theory is the ωB97M-V functional and the def2-TZVPD basis.

- Net charge: 0
- Multiplicity: 1
- Lowest unoccupied orbital energy: -0.313 eV
- Orbital gap: 0.3170 hartree

Last column: Löwdin charge in e.
Element x y z (Å)
Br1 4.908 0.151 3.990  0.646
K1 -2.301 -0.190 1.025  0.977
O1 0.142 -1.044 0.847  -0.078
O2 -1.119 -1.997 2.395  -0.175
N1 -1.783 1.862 -0.808  -0.039
N2 -1.514 0.648 -1.389  -0.178
N3 1.354 -1.328 5.540  0.074
C1 3.133 -0.677 4.063  -0.619
C2 2.612 -0.716 5.337  -0.178
C3 0.217 1.481 -2.999  -0.044
C4 -0.028 -1.410 1.999  -0.700
C5 -0.972 0.570 -2.782  -0.673
C6 1.004 -1.230 3.104  -0.121
C7 -0.586 -0.819 -3.010  -0.066
C8 2.313 -0.864 2.933  -0.053
C9 -2.094 0.948 -3.771  -0.046
C10 0.663 -1.546 4.438  -0.112
H1 -0.070 2.491 -2.921  0.055
H2 0.957 1.251 -2.184  0.108
H3 3.201 -0.520 6.253  0.102
H4 -0.396 -0.983 -4.108  0.110
H5 -2.880 0.190 -3.843  0.078
H6 -2.538 2.295 -1.302  0.076
H7 0.316 -1.127 -2.444  0.106
H8 2.642 -0.628 1.873  0.141
H9 -1.463 -1.400 -2.724  0.092
H10 -0.821 0.254 -0.772  0.036
H11 -1.663 0.846 -4.813  0.102
H12 0.632 1.128 -3.972  0.104
H13 -0.314 -2.033 4.469  0.114
H14 -0.979 2.474 -0.803  0.084
H15 -2.574 1.925 -3.620  0.075

=====

# 4
This record from OMol25 describes H20LiO18P2Zr2 as an isolated structure in a non-equilibrium geometry. The level of theory is the ωB97M-V functional and the def2-TZVPD basis.

- Net charge: +3
- Multiplicity: 1
- Lowest unoccupied orbital energy: -11.831 eV
- Orbital gap: 0.2086 hartree

Last column: Löwdin charge in e.
Element x y z (Å)
Zr1 1.207 0.127 2.300  2.001
Zr2 -0.722 -2.208 -0.155  1.943
P1 0.409 -2.472 2.489  0.407
P2 -0.520 0.694 -0.485  0.357
O1 0.021 -3.357 1.375  -0.305
O2 2.064 2.102 2.569  -0.069
O3 0.033 -0.618 -1.096  -0.488
O4 -1.921 -2.062 -2.034  -0.051
O5 2.503 0.049 -1.980  -0.030
O6 0.632 -1.581 1.247  -0.648
O7 -0.382 -1.161 2.542  -0.428
O8 0.722 0.929 0.496  -0.424
O9 -1.533 -0.312 0.256  -0.455
O10 -2.607 -2.597 1.147  -0.049
O11 -0.969 1.718 -1.557  -0.386
O12 -3.734 1.019 1.325  -0.031
O13 3.016 -0.190 0.969  -0.054
O14 1.788 -1.840 2.744  -0.296
O15 0.372 1.001 -3.697  -0.038
O16 0.857 4.274 -1.759  -0.023
O17 0.959 -2.966 -1.254  -0.044
O18 -0.567 1.571 2.682  -0.072
Li1 -2.485 2.617 -2.107  0.868
H1 -2.175 -2.729 -2.672  0.122
H2 1.889 -2.783 -1.115  0.119
H3 -2.164 -1.232 -2.446  0.105
H4 2.526 -0.336 -2.856  0.064
H5 -0.949 2.353 2.284  0.108
H6 1.588 -0.024 -1.710  -0.047
H7 0.910 -3.288 -2.154  0.126
H8 1.637 4.106 -1.230  0.036
H9 2.988 0.333 0.168  0.062
H10 3.621 -0.904 0.768  0.122
H11 -3.411 -2.089 1.253  0.110
H12 -2.546 -3.120 1.946  0.100
H13 -0.233 1.616 -4.112  0.045
H14 0.251 1.143 -2.758  -0.054
H15 -1.205 1.302 3.343  0.107
H16 -3.796 1.631 0.591  0.023
H17 2.026 2.784 1.899  0.113
H18 2.518 2.513 3.305  0.132
H19 -2.947 0.506 1.143  -0.042
H20 0.328 3.482 -1.664  -0.035

=====

# 5
This record from OMol25 describes a 2-piece molecular cluster, C8H11NO overall in a non-equilibrium geometry. The level of theory is the ωB97M-V functional and the def2-TZVPD basis.

- Net charge: 0
- Multiplicity: 1
- SMILES: C#CC#CC=O.CCCN
- Lowest unoccupied orbital energy: -0.716 eV
- Orbital gap: 0.3184 hartree

Last column: Löwdin charge in e.
Element x y z (Å)
O1 4.345 -4.650 -1.622  0.067
N1 -0.866 -0.025 0.796  -0.026
C1 -0.678 2.175 1.766  -0.291
C2 -1.291 1.375 0.608  -0.305
C3 -0.062 -2.833 -2.040  -0.123
C4 -1.237 -2.675 -1.782  0.138
C5 -1.050 3.645 1.841  -0.134
C6 1.312 -3.048 -2.191  -0.021
C7 3.904 -3.613 -2.058  -0.280
C8 2.493 -3.312 -2.184  0.058
H1 0.416 2.085 1.717  0.104
H2 -2.392 1.390 0.685  0.110
H3 -1.013 1.792 -0.385  0.112
H4 -1.683 -0.622 0.605  0.055
H5 -0.131 -0.296 0.133  0.059
H6 -2.120 3.791 2.019  0.068
H7 -0.788 4.196 0.922  0.071
H8 -0.508 4.130 2.659  0.066
H9 -2.249 -2.380 -1.759  0.034
H10 -1.004 1.684 2.700  0.107
H11 4.601 -2.808 -2.431  0.129

=====

# 6
This record from OMol25 describes C12H13F2N3O8RbS2 as an isolated structure in a non-equilibrium geometry. The level of theory is the ωB97M-V functional and the def2-TZVPD basis.

- Net charge: -1
- Multiplicity: 1
- Lowest unoccupied orbital energy: 0.828 eV
- Orbital gap: 0.1497 hartree

Last column: Löwdin charge in e.
Element x y z (Å)
Rb1 -1.729 1.795 1.253  0.958
S1 -3.512 4.956 -0.455  0.473
S2 -2.115 3.820 -1.889  0.559
F1 -4.705 4.580 0.620  -0.248
F2 -1.268 2.445 -1.770  -0.254
O1 4.869 -0.808 3.110  -0.076
O2 -4.295 5.521 -1.613  -0.306
O3 -1.054 4.838 -1.785  -0.257
O4 1.487 2.206 0.157  -0.068
O5 5.693 0.792 0.783  -0.091
O6 -2.749 5.883 0.316  -0.268
O7 -2.817 3.620 -3.177  -0.300
O8 0.504 0.192 1.927  -0.182
N1 -1.040 -2.747 -0.993  -0.052
N2 -3.039 3.488 -0.560  -0.409
N3 0.638 -3.198 0.437  -0.064
C1 3.647 1.591 0.571  -0.034
C2 1.687 0.384 1.816  -0.409
C3 0.209 -4.386 -0.121  -0.008
C4 2.693 -0.351 2.626  -0.053
C5 4.038 -0.159 2.353  -0.375
C6 -2.157 -2.145 -1.656  -0.202
C7 2.232 1.501 0.848  -0.378
C8 -0.944 -4.140 -0.881  0.005
C9 4.478 0.766 1.242  -0.397
C10 -2.145 -0.638 -1.796  -0.066
C11 -0.072 -2.175 -0.178  0.093
C12 1.748 -3.056 1.371  0.018
H1 -2.917 -0.385 -2.523  0.098
H2 -1.201 -0.270 -2.200  0.095
H3 0.060 -1.138 0.093  0.141
H4 0.737 -5.306 0.084  0.127
H5 4.002 2.318 -0.144  0.109
H6 -3.112 -2.388 -1.192  0.132
H7 2.522 -2.365 1.037  0.110
H8 -1.643 -4.687 -1.496  0.126
H9 2.380 -1.064 3.374  0.087
H10 -2.271 -2.531 -2.669  0.130
H11 -2.326 -0.061 -0.889  0.038
H12 2.156 -4.022 1.665  0.103
H13 1.332 -2.678 2.305  0.094

=====

# 7
This record from OMol25 describes C20H19AsIrN4O11S2 as an isolated structure in a non-equilibrium geometry. The level of theory is the ωB97M-V functional and the def2-TZVPD basis.

- Net charge: 0
- Multiplicity: 6
- Lowest unoccupied orbital energy (alpha / beta): 0.220 / -2.736 eV
- Orbital gap (alpha / beta): 0.3222 / 0.2259 hartree

Last column: Löwdin charge in e.
Element x y z (Å)
Ir1 0.137 0.473 0.261  1.632
As1 2.232 -1.518 2.219  0.898
S1 -2.604 2.977 3.064  1.112
S2 2.732 0.233 -0.834  0.523
O1 0.435 4.665 -0.863  0.191
O2 0.811 -0.578 2.114  -0.569
O3 1.829 1.400 -0.965  -0.377
O4 -0.501 2.614 -0.510  -0.050
O5 2.565 3.877 0.807  0.175
O6 1.822 -0.918 -0.569  -0.445
O7 2.325 -2.090 3.737  -0.440
O8 1.177 2.232 1.569  -0.044
O9 3.618 0.041 -1.937  -0.232
O10 2.212 -2.949 1.201  -0.236
O11 -1.863 -4.959 3.948  -0.117
N1 -1.113 -3.106 1.987  -0.049
N2 -1.683 1.143 1.487  -0.039
N3 -1.057 -1.439 0.188  0.082
N4 -0.601 1.249 3.567  0.131
C1 -4.538 3.358 1.035  -0.085
C2 -1.598 -2.643 3.298  -0.086
C3 -0.994 -2.246 1.032  -0.255
C4 -5.016 2.957 -0.201  -0.084
C5 1.621 3.163 0.889  -0.521
C6 3.697 -0.347 1.745  -0.227
C7 -4.384 1.940 -0.914  -0.072
C8 -1.414 -5.407 2.682  -0.176
C9 4.647 -0.185 2.746  -0.073
C10 -0.449 -4.414 2.044  -0.096
C11 5.684 1.576 1.483  -0.045
C12 5.645 0.767 2.609  -0.051
C13 -1.486 1.684 2.671  -0.679
C14 3.763 0.447 0.603  -0.267
C15 4.752 1.413 0.474  -0.051
C16 -2.524 -3.715 3.856  -0.181
C17 -2.782 1.689 0.836  -0.336
C18 -3.268 1.302 -0.407  -0.035
C19 -3.420 2.715 1.541  -0.461
C20 0.282 3.569 -0.437  -0.489
H1 -5.020 4.152 1.591  0.110
H2 -2.755 0.516 -0.948  0.096
H3 4.566 -0.806 3.629  0.105
H4 -2.274 -5.572 2.018  0.130
H5 0.094 0.568 3.249  0.052
H6 -5.895 3.437 -0.610  0.105
H7 -0.902 -6.352 2.850  0.133
H8 6.386 0.877 3.390  0.111
H9 -2.114 -1.692 3.184  0.132
H10 -2.847 -3.453 4.862  0.133
H11 6.442 2.343 1.394  0.114
H12 2.189 -2.659 0.274  0.025
H13 4.781 2.025 -0.418  0.129
H14 -4.776 1.651 -1.880  0.107
H15 -3.407 -3.807 3.207  0.131
H16 -0.376 1.834 4.352  0.112
H17 -0.167 -4.731 1.044  0.137
H18 -0.732 -2.517 3.954  0.136
H19 0.448 -4.326 2.660  0.126

=====

no.,E_tot (eV)
1,-17048.773
2,-19157.593
3,-105546.157
4,-58502.298
5,-12007.305
6,-61263.351
7,-134875.401